Record 1
6
Properties=species:S:1:pos:R:3 method="wB97M-V/def2-TZVPD" smiles="C#COP=O" de_lowest_kcal_mol=31.64 e_lumo_ev=-1.767 gap_ev=7.26
O -3.15 -0.41 -0.06
C 1.96 0.13 -0.03
P -2.14 0.59 0.06
O -0.43 -0.45 0.11
C 0.78 -0.11 0.03
H 2.99 0.24 -0.12

Record 2
110
Properties=species:S:1:pos:R:3 method="wB97M-V/def2-TZVPD" total_charge=+2 e_lumo_ev="-5.638 / -8.304" s2=8.81 spin_multiplicity=6 gap_ev="6.22 / 4.45"
C -0.09 3.77 4.83
C 1.86 -4.54 4.08
H 0.17 -5.77 3.58
C -3.07 -0.65 -0.89
H 2.31 -4.76 -0.67
C 2.36 -2.76 2.53
H -1.55 -3.14 -1.64
N 0.58 -0.58 -4.32
C -2.01 2.12 4.92
H -3.82 1.76 2.30
H -1.41 2.58 -2.02
C -0.07 2.97 -5.13
Ge 0.89 -2.21 0.04
H 1.08 2.06 5.53
C 3.28 2.35 -2.88
H 1.08 6.88 4.12
H 4.25 4.06 -3.83
N -1.18 0.02 2.11
H -3.01 1.45 -1.44
Br -2.45 -2.91 1.19
C -4.43 -4.13 -0.37
C -1.84 1.04 2.64
H -0.32 -0.09 5.28
C 3.31 -1.97 -1.60
H 4.93 0.80 0.56
H 0.15 -1.47 2.96
O 0.53 1.06 0.01
H 3.18 5.74 4.81
H -1.76 1.75 5.91
H -4.82 1.36 -3.05
H -4.26 -4.98 0.29
C 1.08 3.10 5.22
C -0.09 5.09 4.43
C 2.61 -1.45 -0.51
H 1.08 -1.11 -5.01
C 0.14 -1.05 -3.13
C 0.61 2.30 -0.17
C -0.13 -6.04 -2.64
H 3.51 -3.18 4.30
S -0.32 4.70 0.14
N -0.46 -0.15 -2.40
Pt -1.18 -0.53 -0.03
C -5.65 -3.07 -2.15
H -2.75 1.75 0.88
C 4.48 0.02 -0.05
C 0.78 -4.92 3.29
C 1.09 -5.93 -1.98
H 2.87 -2.74 -2.21
C -0.44 1.02 -3.19
H -3.08 2.26 4.84
H 3.86 1.62 -3.45
N -0.15 3.17 0.48
H 2.16 0.84 -1.79
C 0.49 -4.22 2.12
O 1.28 5.07 -0.71
H 2.09 -5.09 4.99
C 1.27 -3.13 1.73
C -2.80 1.94 1.95
H 2.99 5.72 -2.48
C -4.54 0.46 -2.50
C 3.53 3.74 -3.09
H -5.98 -5.09 -1.48
C 1.09 5.84 4.41
C 2.65 -3.47 3.70
C 1.37 -4.81 -1.20
C -3.68 -2.97 -0.21
C 3.20 -0.44 0.25
H -6.42 -3.09 -2.90
C -0.69 0.07 4.28
H 1.83 -6.72 -2.07
H -0.33 -4.56 1.51
H 2.66 0.00 1.09
H -2.04 -5.14 -3.01
H 6.18 -0.16 -1.35
C -5.22 -0.74 -2.73
H 3.17 3.37 5.49
C -0.79 -3.92 -1.74
C 1.63 2.77 -1.18
N -1.40 3.40 4.72
H 2.99 -1.93 2.26
H -2.57 2.99 2.12
H -1.11 4.26 -3.76
N -2.14 4.44 4.23
N -1.38 5.45 4.06
H 0.30 -2.08 -2.84
C -3.51 0.51 -1.59
O -1.27 4.87 -0.93
C 2.24 3.84 5.19
C -1.08 -5.04 -2.51
C 4.59 -1.50 -1.90
H 0.05 3.75 -5.88
H -6.02 -0.79 -3.45
C -3.85 -1.84 -1.02
C -0.93 2.30 -2.95
C 2.33 1.89 -1.94
N -1.55 1.10 3.97
C 1.88 4.18 -1.39
C 2.85 4.65 -2.36
C 0.44 -3.77 -1.09
H -0.34 -6.92 -3.24
C 0.43 1.71 -5.38
C 5.17 -0.51 -1.13
H 5.13 -1.92 -2.74
H 0.94 1.48 -6.31
C 2.25 5.20 4.79
C -0.74 3.27 -3.93
C -4.90 -1.89 -1.97
C 0.23 0.76 -4.39
C -5.40 -4.18 -1.35
C -0.46 -0.59 3.12

Record 3
50
Properties=species:S:1:pos:R:3 method="wB97M-V/def2-TZVPD" de_lowest_kcal_mol=0.00 e_lumo_ev=-1.813 gap_ev=5.46
H -1.60 -3.31 -4.96
H -5.02 1.53 -0.47
C -2.93 1.94 -0.54
C 0.37 -2.40 -1.71
C 3.03 0.12 4.04
C 2.14 -0.03 1.34
H -1.46 0.09 5.16
H 4.14 -1.31 -2.71
H -1.52 4.97 -0.02
C 1.45 -2.37 -4.20
H -2.59 -0.73 1.86
H -3.13 -0.07 3.42
C -0.68 0.09 4.41
C -3.63 4.57 0.08
C 1.64 0.10 3.78
H 4.10 -2.22 -4.23
H -2.69 1.01 2.09
C 0.06 -2.44 -3.97
C -4.62 3.59 -0.03
C -1.93 2.92 -0.39
C 3.49 0.01 1.70
H 0.92 0.14 5.82
H -0.48 -2.46 -6.05
H 2.29 -2.07 -1.06
C -2.45 0.07 2.59
C 3.77 -2.21 -3.20
Br 4.72 -0.13 0.27
H 1.85 -2.36 -5.20
C 3.93 0.10 3.01
S -2.61 0.29 -0.97
S -0.24 -2.45 -0.14
C 1.20 0.06 2.43
S -0.24 2.57 -0.55
C -0.94 -2.45 -5.07
H 4.20 -3.06 -2.68
N -0.43 -2.49 -2.75
H -5.65 3.84 0.14
Au -0.37 0.12 -0.22
H -3.89 5.59 0.32
N -0.10 0.07 2.12
C -2.31 4.24 -0.10
C -4.27 2.30 -0.36
H 4.99 0.13 3.21
C -1.03 0.08 3.05
C 0.64 0.12 4.77
N 1.73 -2.27 -1.89
Br 3.69 0.16 5.83
O 1.79 -0.17 0.11
C 2.28 -2.28 -3.11
H -1.57 -1.57 -4.97